Here is a cluster of 40 separate species, H80O40 in total from the OMol25 dataset. Energies are from ωB97M-V/def2-TZVPD.

Each line ends with the Mulliken charge.
Cartesian coordinates (Å):
H 2.3107 4.2038 -0.1215  0.330
H 1.5285 4.1346 1.2166  0.157
O 1.9640 3.6568 0.5468  -0.424
H 1.2812 -1.8094 -5.2580  0.350
H 1.7122 -0.3073 -5.3392  0.321
O 0.8554 -0.9018 -5.2634  -0.583
H -1.6189 1.7725 -0.0365  -0.210
H -0.6446 2.7585 0.4527  0.034
O -1.5865 2.7070 0.2616  0.715
H 0.3085 3.2613 5.3864  0.277
H 0.8006 3.8886 4.1261  0.353
O 0.1052 3.9208 4.7750  -0.627
H -5.0704 2.0122 2.4100  0.304
H -4.4679 0.6798 2.1701  0.439
O -5.3271 1.0446 2.1764  -0.704
H 2.2064 -1.5798 -3.1592  0.167
O 1.5000 -1.2309 -2.6338  -0.355
H 2.2370 1.2782 2.7039  0.097
O 2.1485 0.5203 2.1679  1.189
H -1.1624 -2.3725 -1.3963  -0.086
H -1.4999 -3.8704 -0.9531  0.527
O -0.8274 -3.3366 -1.2045  -0.615
H 5.6359 1.2457 -1.8290  0.250
H 4.5832 1.2819 -0.4920  0.134
O 4.8815 0.8555 -1.2973  -0.649
H 2.4135 1.1661 5.1677  0.250
H 3.5081 1.0638 4.0975  0.317
O 2.8593 1.6623 4.5709  -0.596
H -2.1821 -0.6030 -2.8615  0.205
H -2.2344 -2.2613 -2.8156  0.304
O -2.6838 -1.3140 -2.5832  -0.611
H -0.7449 -0.0385 -1.2322  -0.265
O -1.0726 0.0690 -0.3623  0.480
H 2.3759 1.5422 -1.5939  0.046
H 2.3960 1.3362 -3.1393  0.222
O 1.8368 1.6951 -2.3717  -0.379
H -1.7254 -6.0282 -1.3372  0.119
H -0.5545 -5.8223 -0.2895  0.474
O -0.8133 -6.2458 -1.1172  -0.653
H -4.2752 2.4171 -2.7274  0.325
H -4.6453 1.4392 -1.5342  0.268
O -3.9805 2.1661 -1.7542  -0.597
H -0.3539 4.1812 -2.3261  0.244
H -1.7055 3.7960 -1.4578  0.674
O -1.0779 3.5175 -2.2654  -0.595
H 0.0004 -0.7921 2.6162  0.236
H 0.8104 -0.3282 3.6255  0.236
O -0.0781 -0.6478 3.6597  -0.574
H 5.2109 -0.7036 -1.0222  0.397
H 5.3840 -2.1233 -0.1394  0.238
O 4.9069 -1.6937 -0.8448  -0.633
H -2.7752 -1.6823 -0.2782  0.301
O -2.3990 -1.8460 0.6389  -0.033
H 5.1578 -1.6525 3.4397  0.240
H 3.7625 -0.9605 2.9597  0.201
O 4.6674 -1.0343 3.0165  -0.600
H -3.4066 -5.4577 0.4011  0.301
O -3.5192 -5.3915 -0.5430  -0.562
H -2.5167 4.6157 -1.1405  -0.110
H -3.9692 4.9824 -1.2604  0.325
O -3.1251 5.3698 -0.8775  -0.750
H 1.8125 0.4665 -0.6870  -0.480
H 2.7864 -0.5654 -0.9796  -0.231
O 2.1223 -0.2505 -0.1266  0.798
H -4.7907 1.2752 4.2424  0.346
H -4.1651 0.0911 4.8431  0.280
O -3.8885 0.9348 4.6902  -0.608
H -1.8129 -2.8945 4.4559  0.287
H -2.4518 -1.6954 3.6638  0.280
O -2.4464 -2.5847 3.8969  -0.572
H -0.9908 5.0013 2.5743  0.333
H -1.8006 4.7523 1.3078  0.279
O -1.1895 5.3749 1.7008  -0.677
H -2.4707 0.7395 -4.3421  0.345
H -1.6175 0.6787 -5.6008  0.314
O -2.5857 0.8178 -5.3853  -0.693
H 4.1122 0.1024 -4.0179  0.331
H 3.8977 -1.0313 -2.9494  0.248
O 4.1586 -0.9217 -3.8970  -0.621
H 1.4534 4.4760 -1.7345  0.258
H 2.5990 3.9174 -2.5751  0.325
O 2.3854 4.6175 -2.0071  -0.704
H -2.1040 -4.1458 -3.7454  0.321
H -0.9895 -4.6099 -2.6865  0.427
O -1.1463 -4.4087 -3.6396  -0.688
H 3.1296 3.4786 3.1018  0.201
H 4.6274 3.3309 2.8029  0.340
O 3.8185 3.7094 2.4457  -0.642
H 3.0137 -1.8262 1.5577  0.206
O 2.5192 -2.6765 1.8544  -0.561
H -0.1591 1.0371 -3.2841  -0.011
H -0.1114 -0.5409 -3.9992  0.381
O -0.7492 0.3866 -3.7544  -0.516
H -2.4473 -2.6873 0.9722  -0.116
H 1.5434 -1.8568 -1.8390  0.204
H -2.9964 -6.0709 -1.0126  0.374
H 1.4780 0.5434 1.6622  -0.614
H -0.3059 -0.0216 0.2239  -0.128
H 1.8757 -3.0964 1.1646  0.295
O 2.3274 -5.3975 2.5637  -0.627
H 2.4993 -4.9014 1.6583  0.319
H 3.2927 -5.2593 2.9118  0.300
O -1.2312 -5.0411 1.0493  -0.613
H -1.8271 -4.6168 1.5754  0.152
H -1.1065 -6.0760 1.1224  0.344
O 4.9359 1.8772 1.4924  -0.776
H 4.6491 0.9233 1.7832  0.442
H 4.3523 2.2613 1.0459  0.513
O 1.6139 -3.4299 -4.7023  -0.772
H 0.6442 -3.8056 -4.6811  0.331
H 2.1767 -4.3319 -4.8541  0.303
O -4.6689 3.4389 1.0587  -0.696
H -4.0037 4.0886 0.6842  0.324
H -4.7250 2.8027 0.3772  0.328
O -4.7276 -0.9296 1.6557  -0.633
H -4.6259 -0.8870 0.6838  0.254
H -5.7704 -0.8682 1.5937  0.353
O -0.9658 1.4685 2.4764  -0.175
H -1.0883 1.8094 3.3557  0.155
H -1.7917 1.1267 2.0530  0.031

As for the HOMO energy: -10.0 eV. For the total energy, the calculation gives -3057.10400 Eh. For the gap between HOMO and LUMO, the calculation gives 9.1388 eV. As for the multiplicity: 1.